one) Computed, not measured: one molecule with the formula C12H21N5O3, with wB97M-V/def2-TZVPD.

```
41
Properties=species:S:1:pos:R:3:lowdin_charge:R:1
O 2.49852 -1.64231 2.01490 0.0515
O 3.87966 0.48417 -0.99209 0.1352
O 3.49436 2.56684 -1.29749 0.1395
N -2.57414 2.35404 0.63652 0.0567
N 2.39346 0.52068 1.34916 0.1289
N -4.10749 -1.28301 -0.06313 -0.0418
N 3.01838 -2.04150 -0.70299 0.0739
N -1.00059 3.12829 -0.67391 0.1004
C -1.67905 -1.12009 -0.75193 -0.1928
C -3.04645 -1.77160 -0.94743 -0.2945
C 0.55862 -2.19915 -0.14747 -0.1267
C -0.42318 2.68532 0.44007 -0.2633
C -1.40992 2.21515 1.28056 -0.0991
C 1.19974 2.70957 0.56183 -0.0243
C 1.79764 -1.32910 -0.25495 -0.3757
C -2.29181 2.93996 -0.50544 -0.2154
C 2.00171 1.42424 0.23740 -0.2012
C 2.16046 -0.82454 1.14589 -0.4386
C 3.26121 1.60298 -0.65172 -0.4826
C -0.80078 -1.58500 0.42139 -0.1405
H 1.24725 0.82181 -0.32685 0.1352
H -2.92384 -2.86709 -0.86278 0.1138
H -1.41094 1.74585 2.26699 0.1231
H -1.37454 -2.24016 0.95236 0.0762
H -3.05625 3.20179 -1.27788 0.1388
H -3.75401 -1.21481 0.88159 0.0423
H 2.84514 -2.92973 -0.28291 0.0714
H -0.44978 -0.71374 0.96199 0.0904
H 0.83755 -3.19112 0.39152 0.1390
H -3.65290 -1.54878 -1.78468 0.0911
H 1.65426 -0.50336 -0.91561 0.1081
H -3.37631 1.89473 0.94354 0.1328
H 1.55110 3.05522 1.55255 0.1181
H -1.20581 -1.15376 -1.71816 0.1027
H 3.47110 -0.28303 -0.62449 0.0149
H -4.82188 -2.07715 0.02601 0.1034
H 1.49009 3.37193 -0.21716 0.0873
H -1.84969 -0.11704 -0.39221 0.0774
H 2.63222 0.76805 2.32547 0.1738
H 2.81184 -2.36154 -1.66704 0.1129
H 0.40507 -2.49299 -1.33143 0.1575
```

Properties
**Kohn-Sham gap**: 9.555 eV
**Molecular weight**: 283.3 g mol⁻¹
**SMILES**: NCCCC[C@H](N)C(=O)N[C@@H](Cc1c[nH]cn1)C(=O)O
**HOMO energy**: -9.05 eV
**Total charge**: 0


two) Computed, not measured: one molecule with the formula C12H21N5O3, with wB97M-V/def2-TZVPD.

```
41
Properties=species:S:1:pos:R:3:lowdin_charge:R:1
O -0.34060 -1.37117 -1.56215 -0.0001
O 0.80017 2.23201 -1.13714 0.0836
O 2.91474 1.68698 -1.42425 0.0610
N 0.67227 -0.27137 0.26359 0.0752
N -4.43384 0.59193 1.04451 0.0740
N -1.63808 0.76072 0.98462 0.0438
N 6.06578 0.82966 1.57314 -0.0154
N -6.33340 0.08719 0.33136 -0.0023
C -0.39951 -0.77786 -0.41296 -0.3497
C 3.50399 -1.80126 0.10781 -0.2332
C 4.48032 -1.19185 1.14907 -0.1762
C -5.58405 -0.71770 -0.48479 -0.0153
C 5.43428 -0.04112 0.51396 -0.2278
C 1.70835 1.40793 -0.91835 -0.4556
C -5.65748 0.83766 1.17002 -0.2433
C -4.30717 -0.36608 0.02562 -0.2353
C 1.86697 0.10704 -0.28426 -0.2994
C -2.99403 -0.70976 -0.58109 -0.0910
C -1.71712 -0.47388 0.30715 -0.3464
C 2.67593 -1.05350 -0.93021 -0.1272
H 5.00880 -2.11860 1.67833 0.1454
H 2.71409 2.57268 -1.93942 0.1930
H 3.97972 -2.49782 -0.56005 0.1016
H 3.74694 -0.70554 1.78565 0.0738
H 0.49546 0.20114 1.23278 0.1974
H -7.42424 0.01108 0.33982 0.2023
H 2.53670 0.36246 0.60993 0.1665
H -2.94619 -1.78544 -0.79699 0.1244
H -1.58561 1.49218 0.30259 0.0776
H 5.29156 0.93868 2.26239 0.0789
H 1.89540 -1.80251 -1.37297 0.1458
H 6.95593 0.69164 1.81473 -0.0119
H 6.21962 -0.27225 -0.25568 0.1150
H 2.69316 -2.25980 0.67680 0.1078
H -1.74610 -1.32013 1.03758 0.1576
H -5.91911 1.63204 1.83195 0.1280
H 3.24167 -0.60388 -1.70545 0.0947
H -2.63612 0.87437 1.27216 0.0474
H 4.67167 0.68714 -0.02255 0.1090
H -5.85459 -1.58382 -1.09610 0.1249
H -2.72531 -0.20084 -1.45955 0.1016
```

Properties
**Kohn-Sham gap**: 9.385 eV
**Molecular weight**: 283.3 g mol⁻¹
**SMILES**: NCCCC[C@H](NC(=O)[C@@H](N)Cc1c[nH]cn1)C(=O)O
**HOMO energy**: -8.72 eV
**Total charge**: 0


So which one is most stable? That would be one), about 0.0175 hartree below the next structure.


one) Computed, not measured: C44H51BrI2N6O4S2SbSn as an isolated structure, with wB97M-V/def2-TZVPD.

```
112
Properties=species:S:1:pos:R:3:lowdin_charge:R:1
I 2.55836 -1.99783 0.62314 0.9126
I 1.39834 -2.19176 3.97432 0.7650
Sb -2.28442 -2.60226 -2.06185 1.8776
Sn 0.90462 0.65119 1.26657 1.1499
Br -1.11186 1.99608 -7.42881 0.8394
S 3.04774 3.91826 -1.12767 1.1253
S 3.46152 2.04711 1.95571 0.5603
O 3.13010 0.81741 2.69804 -0.4664
O 3.00226 3.25995 2.61243 -0.3177
O -1.47352 -0.96899 -1.26764 -0.1973
O 0.44979 0.09240 -1.04571 -0.1436
N 1.47604 2.19240 4.98100 0.2081
N -0.20408 3.21795 2.63488 0.0176
N 0.84957 2.93980 -0.26823 -0.0224
N 2.64544 1.75317 0.57785 -0.3190
N -0.95924 1.00266 4.75370 0.0324
N 9.17299 2.53337 0.83712 0.1586
C -6.16654 -3.93733 -0.94767 -0.0428
C -2.91143 -2.12190 1.25218 -0.0474
C -0.66705 0.35324 -3.11797 -0.1732
C -0.84593 -4.02203 -1.58706 -0.2730
C -1.89732 3.29263 4.47545 -0.1016
C -0.43872 2.69229 6.43771 -0.0949
C 3.05786 -2.30533 2.67042 -1.0994
C -0.92470 1.35568 -5.67720 -0.6736
C -4.05464 -1.70014 -5.91103 -0.0146
C -5.21238 -3.11230 1.10677 -0.0163
C 0.45141 0.43754 -3.94491 -0.0063
C -5.01807 -3.55521 -1.62061 -0.1146
C 7.19215 3.39535 1.87232 -0.0009
C -3.97456 -2.94967 -0.91800 -0.3022
C -2.16111 -3.14152 -6.29961 -0.0417
C -1.90419 0.81261 -3.56141 -0.0265
C -1.89253 -3.13416 -4.94466 -0.1000
C -1.29826 -5.05071 -0.75497 -0.1012
C 0.51715 3.96570 -1.12840 -0.2126
C -4.75245 -0.88949 -3.66181 -0.0517
C 5.12854 2.20637 1.60797 -0.3333
C -2.70406 -2.39277 -4.07871 -0.2864
C 0.75895 3.29786 5.72059 -0.2522
C 0.34723 4.40175 4.74910 -0.0882
C 0.31921 0.91594 -5.23538 -0.0840
C -2.03136 1.33236 -4.83696 -0.0978
C 1.32840 -4.99613 -1.63230 -0.0467
C 7.85358 2.43247 1.08188 -0.2859
C 5.85012 3.28443 2.13176 -0.0450
C -0.51815 -0.17256 -1.74957 -0.5163
C -1.49727 2.19127 5.45744 -0.3461
C -0.42972 -6.05691 -0.37141 -0.0448
C -3.24453 -2.41539 -6.77895 -0.0197
C -0.75283 4.01473 3.76192 -0.3455
C -3.81356 -1.67213 -4.53952 -0.3028
C 2.14835 2.81395 -0.18694 -0.7844
C -6.26182 -3.70481 0.41613 -0.0249
C 0.88564 -6.02513 -0.81438 -0.0311
C 7.10562 1.35488 0.55207 -0.0054
C 5.76620 1.24511 0.81217 -0.0581
C 0.47496 -3.97622 -2.04247 -0.3115
C -4.03992 -2.73171 0.46323 -0.2844
C 1.01250 -2.89156 -2.93700 -0.0506
C 1.57273 4.61786 -1.66915 -0.3568
H -1.93763 -2.52303 0.95787 0.0673
H 0.29590 -2.08336 -3.11770 0.0335
H -1.06421 -3.71977 -4.56452 0.0944
H 1.57215 -6.81032 -0.52446 0.1238
H -0.87159 3.46622 7.07476 0.1410
H 5.20090 0.41859 0.39531 0.1036
H -7.15700 -3.99600 0.95133 0.1252
H -5.30042 -2.95460 2.17516 0.1247
H 5.34989 4.03212 2.73246 0.1193
H 9.70677 3.31405 1.17553 0.1200
H 1.47108 3.70362 6.43837 0.1583
H -2.87577 -1.03819 1.11728 0.0836
H -6.97725 -4.41294 -1.48335 0.1238
H -0.52049 4.20599 -1.31073 0.1155
H 2.35810 -4.98821 -1.97206 0.1290
H 0.59061 3.71820 2.24617 0.0484
H -0.12339 1.88656 7.10777 0.1311
H -0.01614 5.22811 5.36347 0.1413
H 1.56400 5.46358 -2.33892 0.0822
H -0.96822 0.20850 5.38582 0.0895
H -1.53884 -3.71389 -6.97434 0.1229
H -2.76372 0.78909 -2.90102 0.1151
H -4.91586 0.10490 -4.07987 0.0947
H 2.10318 2.56313 4.25813 0.0918
H -3.04324 -2.33105 2.31303 0.0883
H 1.91164 -2.44588 -2.50854 0.0696
H -4.39415 -0.76327 -2.63845 0.0527
H 3.48540 -3.29648 2.74199 -0.0243
H -3.46705 -2.41441 -7.83829 0.1264
H 1.17360 0.95857 -5.89720 0.1159
H -0.88625 3.20771 1.88515 0.0656
H 1.29165 -3.28961 -3.91437 0.1069
H 1.21981 4.78455 4.21170 0.1250
H 7.60171 0.61632 -0.06496 0.1220
H 3.76179 -1.52804 2.93586 -0.0435
H -4.90167 -1.14871 -6.30366 0.1336
H -2.32644 -5.07437 -0.41188 0.1031
H -1.55773 0.75677 3.97458 0.0789
H -5.72599 -1.37992 -3.60340 0.1013
H 9.64556 1.87365 0.24584 0.1180
H 7.75250 4.23021 2.27431 0.1256
H -2.39182 1.92822 6.02759 0.1462
H 2.00973 1.60052 5.61516 0.1689
H 0.73891 1.59871 4.54513 0.0779
H -2.45088 4.04013 5.05028 0.1354
H -4.94593 -3.73148 -2.68992 0.1078
H -2.60743 2.90216 3.73987 0.1229
H -0.77743 -6.86115 0.26282 0.1223
H -1.16024 4.94982 3.36766 0.1463
H -2.98086 1.71605 -5.18635 0.1144
H 1.42167 0.11884 -3.58236 0.1286
```

Properties
**Kohn-Sham gap**: 7.130 eV
**Molecular weight**: 1366.2 g mol⁻¹
**HOMO energy**: -14.06 eV
**Total charge**: +3


two) Computed, not measured: C44H51BrI2N6O4S2SbSn as an isolated structure, with wB97M-V/def2-TZVPD.

```
112
Properties=species:S:1:pos:R:3:lowdin_charge:R:1
I 3.01071 -0.78298 2.01223 0.9657
I -0.25086 -0.20459 3.38648 0.9910
Sb 0.81780 -3.52620 -1.41101 1.8761
Sn 0.61735 0.67011 0.50083 1.1457
Br -6.44244 -2.82783 2.73534 0.8631
S 1.69747 3.10268 1.27247 0.4999
S -0.98750 3.78604 3.25027 1.0950
O 2.32744 2.43516 0.11609 -0.4302
O 1.82594 2.34025 2.50827 -0.4180
O -1.09992 -1.15820 -1.20318 -0.0851
O -0.13470 -2.64188 0.12803 -0.2432
N -1.90270 1.90899 -1.47336 0.1633
N -0.12766 3.70100 -2.50671 0.0394
N -1.96742 2.29546 1.42277 -0.0420
N 0.13947 3.00947 0.79780 -0.2580
N -0.59958 1.00820 -3.86214 0.0560
N 3.43587 8.62885 1.87257 0.1629
C 2.30672 4.68176 1.46490 -0.3304
C -2.54890 3.96498 -2.66358 -0.0888
C -2.42906 -2.10194 0.54045 -0.1658
C 3.56136 -5.08577 1.59492 -0.0239
C 1.83063 -0.45868 3.74863 -1.0280
C 2.38303 -3.54425 -5.31860 -0.0366
C 3.09660 -1.41516 -4.44656 -0.0143
C 3.20210 6.68174 0.49865 -0.0021
C 2.45727 -4.02453 -0.23487 -0.2955
C -2.94451 1.71688 -3.73621 -0.0996
C -1.21994 4.11192 -3.41231 -0.3451
C -2.91691 2.49887 -2.42837 -0.2585
C -3.75524 -3.40328 2.07281 -0.0835
C -3.50234 -1.22785 0.34522 -0.0034
C -2.91220 2.37916 2.42301 -0.2440
C -0.89592 2.99969 1.72581 -0.8097
C 1.08781 -5.28682 1.54920 -0.0438
C -1.49379 -7.62232 -2.49326 -0.0244
C -2.10854 -6.43427 -2.84815 -0.0162
C -0.33506 -5.20195 -1.85380 -0.2891
C 4.86494 -3.91497 -0.05148 -0.0591
C 1.59909 -2.76685 -3.19191 -0.2826
C 3.69779 -3.59786 -0.72472 -0.1272
C 3.09727 7.33456 1.74682 -0.2841
C 1.61038 -3.74766 -4.18145 -0.0910
C 0.30912 -6.39761 -1.50943 -0.1146
C 2.80064 5.37998 0.35606 -0.0520
C -2.55964 3.13442 3.48638 -0.3656
C -1.24120 3.27762 -4.69420 -0.1010
C -2.22534 -3.95783 -3.06614 -0.0290
C -1.21365 -1.93273 -0.24695 -0.6293
C -1.54060 -5.19449 -2.55730 -0.2858
C -0.27210 -7.61036 -1.83429 -0.0409
C 4.78875 -4.66445 1.11341 -0.0358
C 2.31454 -1.57458 -3.31037 -0.3094
C 2.23547 5.29779 2.72003 -0.0634
C -4.81900 -2.52977 1.86322 -0.6745
C 2.21504 -0.48780 -2.27408 -0.0846
C 2.62901 6.60324 2.85934 0.0028
C -1.64333 1.81071 -4.52996 -0.3607
C 3.13960 -2.39128 -5.43614 -0.0237
C 2.36757 -4.77988 0.94365 -0.2972
C -4.69304 -1.43275 1.01001 -0.0951
C -2.55911 -3.18266 1.41760 0.0048
H 1.89313 4.74293 3.58242 0.1048
H -1.09945 5.15856 -3.70944 0.1471
H 3.76333 -3.04058 -1.65056 0.0919
H 2.88453 4.88598 -0.60231 0.1153
H 2.18570 0.45816 4.20317 -0.0188
H 0.27983 1.13175 -4.35334 0.0829
H 5.69220 -4.92899 1.64651 0.1249
H -3.19900 0.66782 -3.55133 0.1236
H 1.03981 -4.66252 -4.08482 0.1040
H -2.10035 2.16496 -0.48868 0.0844
H 3.61015 7.21831 -0.34752 0.1240
H -3.75618 2.13232 -4.33678 0.1387
H -1.96418 -8.56358 -2.74310 0.1257
H -3.87257 -4.24528 2.73986 0.1170
H 1.15759 -0.31918 -2.03624 0.0049
H 1.94638 -1.32988 4.38179 -0.0181
H 0.76867 3.73960 -2.97871 0.0997
H -0.83399 0.02464 -3.96486 0.0800
H 3.80625 9.14856 1.09705 0.1205
H 3.52090 -5.68048 2.49984 0.1318
H -1.83004 1.41648 -5.53480 0.1446
H -1.85166 0.89419 -1.56916 0.0819
H 1.09794 -6.37642 1.60292 0.1042
H -3.89289 2.42648 -1.94525 0.1529
H 2.58854 7.07878 3.83011 0.1265
H 3.75972 -2.23928 -6.30903 0.1259
H 3.68698 -0.51425 -4.55608 0.1268
H -3.40031 -0.38532 -0.32444 0.1080
H -5.52940 -0.76250 0.87094 0.1126
H -0.96706 2.31917 -1.77084 0.0823
H -0.27524 3.34719 -5.20304 0.1251
H 3.39910 9.09236 2.76308 0.1215
H 2.39503 -4.29388 -6.09736 0.1251
H -1.72519 -3.85007 1.57722 0.1116
H -1.97444 3.73842 -5.35971 0.1347
H 0.22361 -8.53477 -1.57297 0.1230
H 2.61445 0.45526 -2.64416 0.0969
H 2.77223 -0.73527 -1.36294 0.0596
H -2.10004 -3.88608 -4.14837 0.1015
H -3.85667 1.86947 2.30730 0.1125
H -1.84327 -3.03826 -2.62587 0.0408
H -0.07376 4.33510 -1.71510 0.0858
H 5.82246 -3.59800 -0.44035 0.1207
H -2.50456 4.50185 -1.71090 0.1284
H -3.12240 3.34610 4.37983 0.0842
H -3.05104 -6.46024 -3.38114 0.1307
H 1.26568 -6.39204 -1.00198 0.0965
H -3.29573 -4.00566 -2.86747 0.0987
H 0.19906 -4.99080 0.99738 0.0353
H -3.34710 4.42387 -3.24862 0.1385
H 0.98702 -4.91546 2.57043 0.0994
```

Properties
**Kohn-Sham gap**: 6.325 eV
**Molecular weight**: 1366.2 g mol⁻¹
**HOMO energy**: -14.22 eV
**Total charge**: +3


So which one is most stable? That would be one), about 0.0575 hartree below the next structure.